Here is an isolated molecule of C20H20ClN5OS from the OMol25 dataset. Energies are from ωB97M-V with the def2-TZVPD basis set.

Computed properties:
* 2S+1: 1
* SMILES string: C/C=C/C[C@@H](NC(=O)c1nccs1)c1cnc(Nc2ccc(C)nc2)c(Cl)c1
* ΔE to the lowest compared entry with this formula, charge and spin: 71.3 kcal per mole
* Kohn-Sham gap: 7.825 eV

Each line ends with the Mulliken charge.
Atoms and positions in Å:
O1 2.10012 3.06372 1.94246  -0.60
Cl1 -1.11409 -2.51871 -0.12465  -0.18
N1 4.10881 0.67313 0.11806  -0.52
N2 -1.70716 1.36777 0.69832  -0.60
N3 -0.70357 -0.68180 -3.96678  -0.57
S1 3.65335 3.13126 -0.79507  -0.07
C1 2.72325 2.01561 1.79631  0.39
C2 3.51064 1.81396 0.47761  0.42
C3 4.70324 0.83311 -1.14139  -0.42
C4 4.59035 2.06997 -1.77617  -0.18
C5 2.01545 1.75867 5.87715  -0.10
C6 1.91793 0.38449 5.49188  -0.54
C7 -1.01849 -0.40319 -2.69768  -0.38
C8 -0.90044 1.61077 1.69425  -0.65
C9 -1.83666 0.14166 0.27953  0.24
C10 -1.80885 -0.65319 -4.81713  0.40
C11 -3.11376 -0.41646 -4.33471  -0.45
C12 -3.34545 -0.09356 -2.98238  -0.45
C13 -0.12304 -0.65074 1.65990  -0.40
C14 -1.02786 -0.91259 0.67784  -0.17
C15 -2.31086 -0.18560 -2.14252  0.19
C16 -0.03383 0.62031 2.29047  0.10
N4 -2.65928 0.18085 -0.81604  -0.13
N5 2.22482 0.94777 2.49758  -0.03
C17 2.97899 2.11785 6.94481  -1.18
C18 -1.58662 -1.17799 -6.18741  -1.12
C19 1.04953 -0.06981 4.41009  -0.34
C20 1.04694 0.96097 3.29570  0.23
H1 5.16438 -0.05382 -1.48836  0.45
H2 4.98903 2.28993 -2.82138  0.35
H3 1.54177 2.62834 5.52751  0.40
H4 2.59831 -0.37278 5.93685  0.28
H5 -0.19816 -0.33480 -2.05248  0.74
H6 -0.78679 2.60044 2.05464  0.46
H7 -4.02911 -0.56535 -5.04036  0.23
H8 -4.38934 0.12640 -2.76870  0.40
H9 0.57942 -1.40114 1.71280  0.46
H10 -3.37110 0.89436 -0.76440  0.31
H11 2.57636 0.11759 2.19230  0.29
H12 4.02819 1.85525 6.57376  0.23
H13 3.08891 3.16782 7.24011  0.36
H14 2.61930 1.48063 7.76725  0.30
H15 -2.32595 -1.84694 -6.55583  0.39
H16 -1.48740 -0.21857 -6.73188  0.27
H17 -0.56472 -1.72178 -6.28962  0.27
H18 1.25948 -1.04792 3.98635  0.39
H19 0.03410 -0.06888 4.90708  0.22
H20 0.74034 1.94349 3.64484  0.31

Force components x, y, z for each atom (eV/Å):
O 1.416 0.809 -0.083
Cl 0.065 1.335 0.752
N -0.679 2.854 -0.471
N 0.171 1.414 1.912
N -2.904 0.915 -0.131
S 0.009 -1.473 1.496
C -3.627 0.595 -1.207
C 1.330 -0.976 -0.702
C -0.909 1.134 0.820
C 0.219 -1.546 -0.030
C 0.959 -4.718 -0.521
C 1.750 4.182 1.561
C -0.697 -0.054 -0.151
C 2.100 -1.849 1.989
C 0.067 0.166 -2.298
C 0.008 -1.974 2.178
C -0.489 -0.092 -1.209
C -1.555 -0.875 -3.864
C -0.268 1.974 0.272
C -1.008 -0.517 -0.758
C 0.738 0.929 1.241
C -2.055 -0.239 -2.113
N -0.369 -2.097 -1.119
N 2.785 2.357 0.132
C 1.741 -0.872 0.202
C 3.002 0.922 -0.394
C -1.574 0.843 0.331
C -2.459 -0.443 -1.254
H 0.566 -0.409 -0.717
H -0.758 -0.094 1.832
H -1.279 0.346 -1.231
H -0.476 0.867 0.094
H 1.197 -0.079 1.046
H -0.155 1.021 0.177
H 1.896 0.534 1.225
H 0.338 -0.045 0.719
H 1.682 -1.590 1.127
H 0.359 0.022 0.009
H 0.997 -3.042 -0.601
H -1.241 -0.049 0.906
H -0.682 -0.230 -0.114
H 1.048 0.495 0.385
H -0.874 -0.128 -0.338
H -0.211 -0.850 -0.818
H -1.709 1.038 0.415
H 0.103 -0.196 0.308
H 0.579 -0.405 -1.139
H 0.852 0.089 0.134

---

Here is a cluster of 2 separate species, C20H20FNO4S2 in total from the OMol25 dataset. Energies are from ωB97M-V with the def2-TZVPD basis set.

Computed properties:
* 2S+1: 1
* Kohn-Sham gap: 5.491 eV

Each line ends with the Mulliken charge.
Atoms and positions in Å:
C1 -4.80707 -3.35280 0.04101  -0.54
C2 -5.56232 -2.06370 -0.32151  -0.56
C3 -4.54655 -0.91751 -0.23988  -0.53
N1 -3.23564 -1.54403 -0.04445  0.18
C4 -2.10648 -0.87218 -0.25876  -0.39
C5 -0.83143 -1.48602 -0.24280  0.07
C6 0.30118 -0.95619 -0.83574  -0.53
C7 1.51693 -1.72124 -0.98753  0.96
C8 2.33138 -1.60064 -2.13935  -0.18
C9 3.44463 -2.41094 -2.32261  -0.63
C10 3.82526 -3.33952 -1.34023  -0.37
C11 3.02612 -3.47035 -0.19573  -0.74
C12 1.89596 -2.68474 -0.01903  -0.29
C13 -3.30764 -3.01031 0.01274  -0.64
H1 -5.09874 -3.70583 1.03383  0.29
H2 -5.00645 -4.15341 -0.67894  0.30
H3 -5.93761 -2.09849 -1.34868  0.28
H4 -6.41037 -1.88175 0.34093  0.31
H5 -4.55008 -0.29629 -1.14718  0.35
H6 -4.79848 -0.24507 0.59395  0.27
H7 -2.19609 0.18869 -0.54457  0.38
H8 -0.77844 -2.49773 0.20594  0.16
H9 0.24169 0.02198 -1.31650  0.17
H10 2.01306 -0.91273 -2.92329  0.37
H11 4.04458 -2.31439 -3.22943  0.36
H12 4.72781 -3.94065 -1.46417  0.38
H13 3.30148 -4.20738 0.56677  0.35
H14 1.25001 -2.83624 0.85301  0.37
H15 -2.78495 -3.40533 0.89307  0.31
H16 -2.84747 -3.48488 -0.86855  0.36
F1 1.52651 0.13472 1.83761  -0.30
C14 1.32516 1.07648 0.90910  -0.05
S1 2.84987 1.78804 0.35183  1.26
O1 3.88623 1.41888 1.29779  -0.69
O2 3.00641 1.57335 -1.07209  -0.63
C15 2.42574 3.52417 0.64782  0.22
C16 1.16061 3.75708 1.15580  0.20
C17 0.76002 5.06092 1.48556  -0.59
C18 1.62919 6.12957 1.25481  -0.53
C19 2.90202 5.89595 0.73890  -0.52
C20 3.31445 4.59249 0.45248  -0.64
S2 0.14418 2.28668 1.44140  1.23
O3 -0.99079 2.31472 0.53682  -0.66
O4 -0.02872 2.14383 2.87289  -0.68
H17 -0.22764 5.22422 1.91595  0.42
H18 1.30655 7.15255 1.47523  0.36
H19 3.57996 6.73533 0.55197  0.36
H20 4.31599 4.39067 0.07380  0.42

Force components x, y, z for each atom (eV/Å):
C 0.065 -0.075 0.154
C 0.046 0.149 -0.494
C -0.523 0.575 0.353
N 0.810 0.460 -0.516
C 0.326 -0.360 -0.384
C -0.329 -0.591 0.420
C -0.786 0.838 0.196
C 1.252 -0.942 0.060
C -0.640 0.055 0.274
C 0.304 -0.207 0.237
C -0.575 0.522 -0.012
C 0.358 -0.202 0.020
C -0.517 0.145 -0.349
C -0.119 -0.490 0.167
H 0.037 0.035 -0.164
H -0.070 0.141 0.258
H -0.072 -0.180 0.207
H 0.108 -0.065 -0.121
H 0.133 -0.256 0.209
H 0.350 -0.217 -0.120
H 0.010 -0.448 0.328
H 0.013 0.724 -0.461
H 0.005 -0.358 -0.035
H 0.267 -0.020 0.241
H -0.220 0.022 0.266
H -0.335 0.152 0.025
H -0.140 0.346 -0.271
H 0.468 0.168 -0.217
H -0.095 0.233 -0.147
H 0.127 0.529 0.150
F 0.333 -0.882 1.375
C -0.620 0.552 -1.744
S -1.106 0.099 1.051
O -0.034 0.094 -0.881
O 0.367 0.271 0.439
C 0.426 0.289 -0.186
C -0.340 0.441 0.125
C 0.019 -0.194 -0.204
C -0.362 -0.158 0.108
C 0.271 -0.278 -0.156
C -0.218 -0.155 -0.103
S 1.890 -0.331 -0.082
O -0.066 0.178 0.470
O -0.691 0.129 -0.506
H 0.222 -0.009 -0.138
H 0.131 -0.440 -0.026
H -0.240 -0.369 0.126
H -0.241 0.077 0.061

---

Here is a structure of composition C20H20N2O3PtS2 from the OMol25 dataset. Energies are from ωB97M-V with the def2-TZVPD basis set.

Computed properties:
* 2S+1: 3
* ΔE to the lowest compared entry with this formula, charge and spin: 7.4 kcal per mole
* Kohn-Sham gap (alpha / beta): 6.993 / 7.551 eV

Each line ends with the Mulliken charge.
Atoms and positions in Å:
Pt1 -0.35648 -1.56398 -0.92152  0.81
N1 -4.43125 -0.46893 0.41158  -0.42
C1 -3.12512 -0.71678 0.19091  0.71
O1 -2.59210 -0.38681 -0.85860  -0.60
C2 -2.37405 -1.35414 1.33893  -0.29
C3 -1.29689 -2.31953 0.84539  -1.38
H1 -4.99470 -0.09023 -0.33311  0.26
H2 -4.88569 -0.81548 1.23716  0.19
H3 -3.08042 -1.84720 2.01899  0.51
H4 -1.90106 -0.53000 1.88174  0.02
H5 -1.75437 -3.28699 0.60970  0.44
H6 -0.54614 -2.46920 1.62575  0.42
O2 1.66968 -1.86870 -1.77877  -0.76
N2 1.90022 -3.11741 -2.04207  0.39
C4 3.12405 -3.61334 -1.79535  -0.16
C5 3.43143 -4.92852 -2.03058  -0.73
C6 2.45740 -5.76114 -2.58288  -0.13
C7 1.21677 -5.24046 -2.86156  -0.76
C8 0.91022 -3.91223 -2.55003  0.58
S1 -0.65918 -3.26257 -2.75287  -0.43
H7 3.82346 -2.89765 -1.39364  0.41
H8 4.41369 -5.29549 -1.78618  0.39
H9 2.66853 -6.79923 -2.77697  0.39
H10 0.43319 -5.83547 -3.29914  0.37
O3 1.27457 0.20795 0.22166  -0.59
S2 0.06376 0.99092 -0.07468  0.53
C9 -0.41815 1.66782 1.55356  0.51
C10 -1.71424 2.08981 1.79157  -0.14
C11 -2.07070 2.50005 3.06540  -0.75
C12 -1.12892 2.49071 4.08289  -0.44
C13 0.16728 2.06701 3.83599  -0.64
C14 0.52329 1.65221 2.56541  -0.45
C15 0.67808 2.60182 -0.66171  0.13
C16 2.03878 2.74480 -0.84645  -0.41
C17 2.54096 3.93181 -1.35162  -0.63
C18 1.67373 4.96457 -1.67019  -0.40
C19 0.30769 4.81303 -1.48746  -0.68
C20 -0.19675 3.62436 -0.98557  -0.24
H11 -2.43449 2.08263 0.98660  0.35
H12 -3.08493 2.81555 3.26383  0.42
H13 -1.41039 2.80772 5.07476  0.40
H14 0.89635 2.05158 4.63267  0.39
H15 1.52047 1.30588 2.34073  0.48
H16 2.68164 1.91588 -0.59141  0.44
H17 3.60485 4.05055 -1.49627  0.39
H18 2.06151 5.89010 -2.07030  0.38
H19 -0.36706 5.62029 -1.73634  0.39
H20 -1.25852 3.49446 -0.83994  0.34

Force components x, y, z for each atom (eV/Å):
Pt -0.115 -1.341 -0.682
N -0.379 0.098 0.004
C -0.152 -0.112 0.494
O 0.240 -0.160 -0.314
C 0.214 -0.227 -0.166
C 0.105 0.232 -0.234
H 0.079 -0.019 0.038
H 0.011 0.023 -0.035
H 0.021 0.133 0.018
H -0.125 -0.024 0.051
H 0.197 0.111 -0.101
H -0.060 0.001 -0.099
O -0.348 1.103 0.691
N -0.182 -1.315 -0.479
C 0.425 -0.151 0.104
C -0.110 0.056 -0.072
C -0.090 0.189 -0.023
C 0.337 -0.038 0.118
C -0.205 0.202 -0.038
S -0.241 0.497 0.404
H -0.049 0.071 0.051
H 0.120 0.014 0.008
H 0.052 -0.148 -0.069
H -0.098 -0.096 0.022
O 0.976 -0.550 0.108
S -0.260 1.975 0.737
C -0.214 -0.229 -0.230
C 0.044 -0.006 -0.133
C -0.018 0.078 -0.007
C -0.088 0.007 0.078
C -0.047 0.046 -0.029
C 0.157 -0.089 -0.150
C -0.059 -0.192 -0.213
C 0.060 -0.274 0.090
C -0.071 0.134 0.009
C 0.101 0.067 -0.053
C -0.119 -0.037 0.061
C -0.018 0.005 -0.012
H -0.175 -0.039 -0.064
H -0.051 0.047 0.021
H -0.041 0.029 0.127
H 0.053 0.018 0.049
H 0.112 -0.109 0.010
H 0.105 -0.092 -0.010
H 0.064 -0.003 -0.014
H 0.027 0.067 -0.020
H -0.022 0.025 -0.018
H -0.164 0.021 -0.031